The following is a DFT calculation (ωB97M-V/def2-TZVPD) of 2 unconnected molecules or ions with the total composition H5N2OP in a non-equilibrium geometry.

The geometry in XYZ format:
```
9
Properties=species:S:1:pos:R:3:lowdin_charge:R:1
N 0.4914 -1.8655 -0.2774 0.0010
N -0.8421 1.3487 -0.6631 -0.0621
O 1.0006 -1.0648 0.6745 -0.6610
P 0.2812 -0.4190 1.9046 0.8178
H -0.9091 2.1330 -1.3280 -0.0017
H 1.1985 -2.1374 -0.9424 0.0298
H -1.8718 1.1222 -0.2879 0.0631
H -0.6113 0.4500 -1.1697 -0.0021
H 1.2625 0.4327 2.0893 -0.1847
```

As for the spin multiplicity: 1. The calculation puts the energy at -528.93522 Eh. Its total charge is 0.